(1)
Below is 4 unconnected molecules or ions with the total composition C18H34BrO12PS, with properties calculated with wB97M-V/def2-TZVPD.

Structure (ORCA input):
```
! wB97M-V def2-TZVPD RIJCOSX def2/J DEFGRID3
* xyz 0 1
C 5.81 3.33 2.42
C 5.49 2.01 3.13
P 5.07 0.46 2.22
C 6.22 0.39 0.78
C 3.37 0.67 1.44
O 2.48 0.85 2.55
C 2.22 2.17 2.68
O 1.70 2.68 3.63
O 2.58 2.82 1.53
C 2.87 1.84 0.56
S 1.30 1.29 -0.25
Br 4.08 2.49 -0.77
H 4.98 3.68 1.81
H 6.70 3.25 1.79
H 6.01 4.11 3.16
H 6.39 1.70 3.69
H 4.71 2.17 3.88
H 6.60 1.36 0.47
H 5.68 -0.07 -0.05
H 7.04 -0.27 1.06
H 3.19 -0.27 0.92
H 1.06 2.47 -0.83
C -3.64 1.06 -1.00
C -4.44 1.06 0.28
O -3.59 1.00 1.44
C -3.03 2.16 1.79
O -3.21 3.23 1.27
O -2.23 1.92 2.82
C -1.46 3.04 3.27
H -2.97 0.20 -1.03
H -4.31 1.00 -1.86
H -3.04 1.96 -1.09
H -5.06 0.17 0.35
H -5.09 1.93 0.35
H -2.09 3.90 3.48
H -0.72 3.30 2.52
H -0.96 2.72 4.18
C -0.28 -0.73 2.88
C 0.05 -1.94 3.71
O -0.53 -3.14 3.16
C 0.12 -3.66 2.13
O 1.14 -3.25 1.64
O -0.57 -4.72 1.69
C 0.00 -5.36 0.55
H -1.36 -0.62 2.76
H 0.10 0.17 3.37
H 0.17 -0.80 1.90
H -0.38 -1.87 4.71
H 1.12 -2.08 3.82
H 1.04 -5.62 0.72
H -0.07 -4.71 -0.33
H -0.60 -6.26 0.39
C -2.95 -0.05 -7.52
C -1.99 -0.53 -6.45
O -2.66 -0.81 -5.21
C -3.30 -1.98 -5.17
O -3.32 -2.82 -6.03
O -3.90 -2.08 -3.98
C -4.66 -3.28 -3.80
H -3.51 0.81 -7.17
H -2.39 0.24 -8.41
H -3.64 -0.84 -7.80
H -1.27 0.25 -6.19
H -1.44 -1.41 -6.77
H -4.06 -4.16 -4.01
H -5.54 -3.27 -4.45
H -4.97 -3.27 -2.76
*
```

Results
Orbital gap   9.3 eV
SMILES   CCP(C)[C@H]1OC(=O)O[C@@]1(S)Br.CCOC(=O)OC.CCOC(=O)OC.CCOC(=O)OC
E_tot   -4922.735372 a.u.
E_LUMO   0.0101 hartree

Here is what Löwdin gives for the atomic charges, in e: atom 1 (C): -0.153, atom 2 (C): -0.414, atom 3 (P): 0.996, atom 4 (C): -0.323, atom 5 (C): -0.483, atom 6 (O): -0.019, atom 7 (C): -0.585, atom 8 (O): 0.160, atom 9 (O): -0.035, atom 10 (C): -1.126, atom 11 (S): 0.794, atom 12 (Br): 0.819, atom 13 (H): 0.031, atom 14 (H): 0.063, atom 15 (H): 0.075, atom 16 (H): 0.071, atom 17 (H): 0.073, atom 18 (H): 0.006, atom 19 (H): 0.027, atom 20 (H): 0.030, atom 21 (H): 0.113, atom 22 (H): -0.113, atom 23 (C): -0.060, atom 24 (C): -0.210, atom 25 (O): 0.031, atom 26 (C): -0.613, atom 27 (O): 0.125, atom 28 (O): -0.008, atom 29 (C): -0.030, atom 30 (H): 0.081, atom 31 (H): 0.080, atom 32 (H): 0.075, atom 33 (H): 0.122, atom 34 (H): 0.122, atom 35 (H): 0.098, atom 36 (H): 0.091, atom 37 (H): 0.089, atom 38 (C): -0.056, atom 39 (C): -0.190, atom 40 (O): 0.044, atom 41 (C): -0.614, atom 42 (O): 0.114, atom 43 (O): 0.004, atom 44 (C): -0.042, atom 45 (H): 0.080, atom 46 (H): 0.072, atom 47 (H): 0.060, atom 48 (H): 0.125, atom 49 (H): 0.124, atom 50 (H): 0.094, atom 51 (H): 0.097, atom 52 (H): 0.092, atom 53 (C): -0.064, atom 54 (C): -0.210, atom 55 (O): 0.034, atom 56 (C): -0.616, atom 57 (O): 0.124, atom 58 (O): -0.001, atom 59 (C): -0.037, atom 60 (H): 0.082, atom 61 (H): 0.080, atom 62 (H): 0.076, atom 63 (H): 0.122, atom 64 (H): 0.123, atom 65 (H): 0.095, atom 66 (H): 0.098, atom 67 (H): 0.093

***

(2)
Below is a molecular structure, C18H34CaClF2NO3, with properties calculated with wB97M-V/def2-TZVPD.

Structure (ORCA input):
```
! wB97M-V def2-TZVPD RIJCOSX def2/J DEFGRID3
* xyz 0 1
C -1.37 -1.04 -0.67
C -1.98 -2.03 -1.31
C -2.74 -3.40 -1.71
C -1.76 -4.57 -1.07
C -2.34 -4.51 0.46
C -1.60 -5.38 1.59
C -0.47 -4.44 2.30
C 1.05 -4.92 1.98
C -0.73 -4.35 3.92
O -3.78 -4.77 0.18
C -4.11 -3.77 -0.85
O -5.29 -3.30 -0.96
H -0.63 -0.42 -0.02
H -2.82 -3.56 -2.89
H -2.17 -5.56 -1.51
H -0.62 -4.34 -1.19
H -2.42 -3.47 0.96
H -1.13 -6.32 1.11
H -2.42 -5.73 2.34
H -0.52 -3.33 1.94
H 1.35 -5.88 2.56
H 1.74 -4.01 2.28
H 1.20 -5.03 0.83
H -1.06 -5.39 4.29
H -1.53 -3.53 4.05
H 0.29 -4.03 4.39
C 2.05 1.50 -1.30
C 2.32 2.95 -0.95
N 1.54 3.97 -1.80
C 1.89 3.73 -3.27
C 2.03 5.39 -1.50
C 1.80 5.90 -0.09
C 0.00 3.82 -1.69
C -0.63 3.81 -0.29
O -0.19 2.69 0.47
C -0.37 2.89 1.87
H 2.43 1.24 -2.30
H 2.58 0.85 -0.59
H 0.99 1.24 -1.26
H 3.39 3.16 -1.11
H 2.11 3.14 0.10
H 2.97 3.76 -3.38
H 1.42 4.53 -3.86
H 1.49 2.77 -3.59
H 1.55 6.06 -2.22
H 3.11 5.39 -1.70
H 0.79 6.32 0.01
H 2.48 6.73 0.11
H 1.96 5.16 0.69
H -0.25 2.88 -2.19
H -0.42 4.64 -2.28
H -1.71 3.72 -0.41
H -0.45 4.74 0.24
H -1.26 3.48 2.09
H 0.51 3.39 2.28
H -0.47 1.90 2.35
F 2.35 -2.65 1.34
Ca -4.05 -5.33 -2.93
Cl -0.76 1.49 4.23
F 4.62 1.85 -0.06
*
```

Results
Orbital gap   1.4 eV
E_tot   -2323.562997 a.u.
E_LUMO   -0.1854 hartree

Here is what Löwdin gives for the atomic charges, in e: atom 1 (C): 0.161, atom 2 (C): -0.046, atom 3 (C): -0.283, atom 4 (C): -0.082, atom 5 (C): -0.251, atom 6 (C): -0.108, atom 7 (C): -0.379, atom 8 (C): -0.128, atom 9 (C): -0.090, atom 10 (O): -0.056, atom 11 (C): -0.427, atom 12 (O): 0.065, atom 13 (H): 0.105, atom 14 (H): 0.042, atom 15 (H): 0.046, atom 16 (H): 0.169, atom 17 (H): 0.161, atom 18 (H): 0.124, atom 19 (H): 0.129, atom 20 (H): 0.133, atom 21 (H): 0.083, atom 22 (H): 0.058, atom 23 (H): 0.073, atom 24 (H): 0.074, atom 25 (H): 0.083, atom 26 (H): 0.099, atom 27 (C): -0.077, atom 28 (C): -0.181, atom 29 (N): -0.239, atom 30 (C): 0.004, atom 31 (C): -0.160, atom 32 (C): -0.059, atom 33 (C): -0.064, atom 34 (C): -0.209, atom 35 (O): -0.221, atom 36 (C): -0.200, atom 37 (H): 0.074, atom 38 (H): 0.091, atom 39 (H): 0.047, atom 40 (H): 0.100, atom 41 (H): 0.112, atom 42 (H): 0.116, atom 43 (H): 0.098, atom 44 (H): 0.094, atom 45 (H): 0.123, atom 46 (H): 0.132, atom 47 (H): 0.072, atom 48 (H): 0.092, atom 49 (H): 0.085, atom 50 (H): 0.123, atom 51 (H): 0.132, atom 52 (H): 0.133, atom 53 (H): 0.096, atom 54 (H): 0.082, atom 55 (H): 0.089, atom 56 (H): -0.111, atom 57 (F): -0.567, atom 58 (Ca): 1.279, atom 59 (Cl): -0.195, atom 60 (F): -0.645

***

(3)
Below is a molecular structure, C18H34CaN2O9P2S, with properties calculated with wB97M-V/def2-TZVPD.

Structure (ORCA input):
```
! wB97M-V def2-TZVPD RIJCOSX def2/J DEFGRID3
* xyz 0 1
Ca 0.32 -0.09 0.22
C -1.81 3.28 -1.06
C -0.32 3.11 -0.92
C 0.26 2.98 0.35
C 1.63 2.82 0.51
C 2.25 2.71 1.88
C 2.43 2.78 -0.63
C 1.89 2.92 -1.90
C 2.78 2.89 -3.12
C 0.51 3.09 -2.03
H -2.34 2.51 -0.49
H -2.12 3.23 -2.10
H -2.12 4.25 -0.66
H -0.38 3.01 1.23
H 2.77 3.64 2.13
H 2.97 1.89 1.91
H 1.49 2.52 2.64
H 3.50 2.62 -0.52
H 3.26 3.85 -3.28
H 2.21 2.65 -4.02
H 3.57 2.14 -3.01
H 0.08 3.18 -3.02
C -2.64 -2.61 -0.89
O -2.27 -1.32 -1.33
C -1.93 -1.30 -2.70
C -1.22 0.01 -2.93
O 0.06 0.07 -2.31
C 1.14 -0.51 -3.03
C 1.25 -2.02 -2.81
O 0.76 -2.33 -1.52
C 1.30 -3.54 -1.02
H -3.46 -3.02 -1.49
H -2.99 -2.51 0.14
H -1.78 -3.29 -0.92
H -2.81 -1.36 -3.34
H -1.28 -2.14 -2.92
H -1.80 0.81 -2.47
H -1.13 0.23 -4.00
H 2.04 -0.02 -2.67
H 1.03 -0.28 -4.10
H 2.30 -2.29 -2.90
H 0.69 -2.59 -3.56
H 2.39 -3.50 -1.03
H 0.97 -4.39 -1.63
H 0.96 -3.65 0.00
N -2.26 -1.99 3.06
C -1.29 -0.88 3.46
C -1.29 -0.66 4.96
P -1.86 0.63 2.51
O -3.46 0.45 2.78
O -1.39 1.88 3.13
O -1.62 0.29 1.05
P 0.33 -1.38 2.69
O 1.10 -2.20 3.79
O 0.99 -0.09 2.29
O -0.13 -2.22 1.51
H -3.19 -1.62 2.87
H -2.32 -2.70 3.79
H -1.84 -2.42 2.21
H -2.27 -0.32 5.31
H -0.57 0.12 5.20
H -1.00 -1.57 5.49
H -3.85 1.29 3.06
H 1.98 -2.46 3.43
S 3.11 -0.52 -0.21
C 3.22 -1.65 1.04
N 3.20 -2.40 1.92
*
```

Results
Orbital gap   7.8 eV
E_tot   -3251.832969 a.u.
Relative energy (zero: lowest compared OMol25 entry of this formula, charge and spin)   14.3 kcal per mole
E_LUMO   0.0012 hartree

Here is what Löwdin gives for the atomic charges, in e: atom 1 (Ca): 1.280, atom 2 (C): -0.046, atom 3 (C): -0.274, atom 4 (C): -0.042, atom 5 (C): -0.287, atom 6 (C): -0.046, atom 7 (C): -0.050, atom 8 (C): -0.273, atom 9 (C): -0.049, atom 10 (C): -0.029, atom 11 (H): 0.071, atom 12 (H): 0.072, atom 13 (H): 0.085, atom 14 (H): 0.105, atom 15 (H): 0.086, atom 16 (H): 0.069, atom 17 (H): 0.070, atom 18 (H): 0.117, atom 19 (H): 0.083, atom 20 (H): 0.073, atom 21 (H): 0.078, atom 22 (H): 0.119, atom 23 (C): -0.090, atom 24 (O): -0.188, atom 25 (C): -0.198, atom 26 (C): -0.147, atom 27 (O): -0.242, atom 28 (C): -0.180, atom 29 (C): -0.218, atom 30 (O): -0.279, atom 31 (C): -0.094, atom 32 (H): 0.093, atom 33 (H): 0.076, atom 34 (H): 0.090, atom 35 (H): 0.137, atom 36 (H): 0.111, atom 37 (H): 0.123, atom 38 (H): 0.135, atom 39 (H): 0.074, atom 40 (H): 0.133, atom 41 (H): 0.126, atom 42 (H): 0.123, atom 43 (H): 0.082, atom 44 (H): 0.094, atom 45 (H): 0.068, atom 46 (N): 0.177, atom 47 (C): -0.469, atom 48 (C): -0.072, atom 49 (P): 0.321, atom 50 (O): -0.155, atom 51 (O): -0.275, atom 52 (O): -0.462, atom 53 (P): 0.291, atom 54 (O): -0.121, atom 55 (O): -0.441, atom 56 (O): -0.374, atom 57 (H): 0.134, atom 58 (H): 0.163, atom 59 (H): 0.106, atom 60 (H): 0.085, atom 61 (H): 0.096, atom 62 (H): 0.082, atom 63 (H): 0.084, atom 64 (H): 0.041, atom 65 (S): 0.554, atom 66 (C): -0.850, atom 67 (N): 0.044

***

(4)
Below is a molecular structure, C18H34IrN6O2S3, with properties calculated with wB97M-V/def2-TZVPD.

Structure (ORCA input):
```
! wB97M-V def2-TZVPD RIJCOSX def2/J DEFGRID3
* xyz 3 5
Ir 0.49 0.29 -0.59
C 1.72 -4.24 -0.08
C 1.46 -2.77 -0.06
N 0.78 -2.12 -0.94
N 0.19 -2.69 -2.01
C -0.43 -1.96 -2.96
N -0.93 -2.57 -4.03
S -0.57 -0.27 -2.85
C 2.04 -1.96 1.02
C 2.68 -2.53 2.12
C 3.26 -1.71 3.08
C 3.21 -0.34 2.92
C 2.53 0.16 1.81
N 1.96 -0.62 0.91
H 1.47 -4.71 -1.03
H 1.15 -4.74 0.70
H 2.78 -4.44 0.11
H 0.26 -3.71 -2.15
H -0.87 -3.57 -4.20
H -1.39 -2.02 -4.74
H 2.73 -3.60 2.23
H 3.77 -2.14 3.93
H 3.67 0.34 3.62
H 2.47 1.23 1.64
C -2.62 3.71 0.84
N -2.35 3.77 -0.56
C -3.26 4.44 -1.49
C -2.52 4.37 -2.83
N -1.27 3.71 -2.47
C -1.24 3.41 -1.17
S 0.15 2.75 -0.40
H -2.49 4.70 1.29
H -1.95 3.00 1.31
H -3.65 3.39 1.01
H -3.44 5.46 -1.14
H -4.22 3.92 -1.50
H -2.34 5.36 -3.26
H -3.05 3.76 -3.58
H -0.48 3.66 -3.10
C -2.46 -3.68 2.23
C -2.58 -2.18 2.10
S -0.91 -1.40 2.10
O -1.01 -0.35 1.00
C -0.95 -0.42 3.66
C -1.95 0.72 3.61
H -3.45 -4.13 2.22
H -1.98 -3.96 3.16
H -1.89 -4.10 1.40
H -3.16 -1.76 2.92
H -3.03 -1.88 1.15
H 0.06 -0.04 3.80
H -1.18 -1.13 4.45
H -1.66 1.44 2.85
H -1.97 1.22 4.57
H -2.96 0.37 3.39
C 4.02 1.96 -3.28
C 3.07 0.82 -3.00
O 2.60 0.83 -1.63
H 4.34 1.90 -4.32
H 4.90 1.89 -2.65
H 3.55 2.93 -3.14
H 3.56 -0.14 -3.17
H 2.19 0.89 -3.64
H 3.14 1.47 -1.16
*
```

Results
Orbital gap (alpha / beta)   7.8 / 6.3 eV
E_tot   -2483.194980 a.u.
⟨S²⟩   6.014
Relative energy (zero: lowest compared OMol25 entry of this formula, charge and spin)   6.1 kcal per mole
E_LUMO (alpha / beta)   -0.3324 / -0.4055 hartree

Here is what Löwdin gives for the atomic charges, in e: atom 1 (Ir): 1.136, atom 2 (C): 0.025, atom 3 (C): -0.235, atom 4 (N): -0.009, atom 5 (N): 0.022, atom 6 (C): -0.756, atom 7 (N): 0.161, atom 8 (S): 0.691, atom 9 (C): -0.252, atom 10 (C): 0.033, atom 11 (C): 0.017, atom 12 (C): 0.010, atom 13 (C): -0.106, atom 14 (N): -0.041, atom 15 (H): 0.084, atom 16 (H): 0.115, atom 17 (H): 0.113, atom 18 (H): 0.166, atom 19 (H): 0.145, atom 20 (H): 0.129, atom 21 (H): 0.129, atom 22 (H): 0.138, atom 23 (H): 0.133, atom 24 (H): 0.121, atom 25 (C): -0.013, atom 26 (N): -0.133, atom 27 (C): -0.063, atom 28 (C): -0.079, atom 29 (N): 0.054, atom 30 (C): -0.707, atom 31 (S): 0.694, atom 32 (H): 0.121, atom 33 (H): 0.047, atom 34 (H): 0.114, atom 35 (H): 0.146, atom 36 (H): 0.142, atom 37 (H): 0.140, atom 38 (H): 0.134, atom 39 (H): 0.158, atom 40 (C): -0.124, atom 41 (C): -0.335, atom 42 (S): 0.986, atom 43 (O): -0.678, atom 44 (C): -0.339, atom 45 (C): -0.105, atom 46 (H): 0.097, atom 47 (H): 0.084, atom 48 (H): 0.067, atom 49 (H): 0.092, atom 50 (H): 0.101, atom 51 (H): 0.083, atom 52 (H): 0.108, atom 53 (H): 0.051, atom 54 (H): 0.102, atom 55 (H): 0.082, atom 56 (C): -0.053, atom 57 (C): -0.275, atom 58 (O): -0.248, atom 59 (H): 0.099, atom 60 (H): 0.092, atom 61 (H): 0.087, atom 62 (H): 0.124, atom 63 (H): 0.093, atom 64 (H): 0.086